[1]
ORCA calculation (the ωB97M-V functional and the def2-TZVPD basis) on C15H21Ba2F8NO6S as an isolated structure at a distorted geometry.

The geometry in XYZ format:
```
54
Properties=species:S:1:pos:R:3:forces:R:3:lowdin_charge:R:1
Ba 5.14818 1.36835 -1.82073 -0.65 -0.71 -0.13 1.294
Ba 5.33854 -1.47649 3.67804 -0.42 -0.01 -0.35 1.244
O 1.44050 -0.38021 -3.09163 0.49 -2.59 2.67 -0.206
C 0.89346 -1.43322 -2.31847 -1.45 4.37 -3.41 -0.307
C 1.65639 -2.59158 -1.52413 2.76 -1.84 2.57 -0.311
O 2.53635 -2.44820 -0.47067 -1.66 1.02 -1.78 -0.183
H 0.13768 -1.87364 -2.96878 0.74 -1.54 -0.53 0.109
H 0.13685 -0.97966 -1.67822 0.70 0.35 1.71 0.112
H 2.24526 -3.13363 -2.26407 0.07 0.41 -1.02 0.119
H 0.84802 -3.26919 -1.24941 -0.65 0.40 0.22 0.111
O -1.09219 -0.65991 6.07719 1.58 -1.99 -2.24 -0.290
S -0.68926 -1.32230 4.81969 -3.15 1.76 1.33 0.667
O 0.57981 -1.96428 4.55907 -0.34 0.31 0.46 -0.332
O -1.92619 -2.35341 4.48243 1.85 2.10 2.21 -0.242
C -1.74244 -3.31642 3.52584 -0.31 -1.89 -1.85 -0.337
C -3.12277 -3.89925 3.28119 -0.10 -0.86 -1.67 -0.048
C -1.05700 -0.10435 3.54985 0.41 -0.60 0.24 -0.112
H -0.98906 -4.08211 3.71094 0.00 0.09 0.94 0.119
H -1.43000 -2.92977 2.55579 0.24 0.67 0.01 0.110
H -3.38284 -3.53382 2.28775 -0.81 0.40 0.24 0.075
H -3.91879 -3.71092 4.00159 0.43 0.15 0.06 0.094
H -3.07275 -4.96302 3.04881 0.09 -0.22 0.59 0.080
H -2.14023 -0.00423 3.48147 0.12 -0.20 0.01 0.082
H -0.61162 -0.53551 2.65327 -0.13 0.52 -0.23 0.060
H -0.65297 0.85760 3.86532 0.28 -0.20 -0.18 0.072
N 8.44443 -1.57418 -4.86394 0.97 -0.01 -0.61 0.007
C 9.79059 -1.39535 -5.13954 -1.33 -2.07 0.21 -0.136
C 10.49867 -2.20039 -6.05823 -1.66 0.58 -0.83 -0.062
C 9.73171 -2.96968 -6.95479 -1.33 0.15 1.52 -0.045
C 8.32114 -3.10045 -6.71775 2.01 0.20 0.03 -0.057
C 7.74231 -2.46163 -5.61431 1.73 0.68 -1.21 -0.170
H 10.33823 -0.73034 -4.48820 -0.17 0.24 0.03 0.088
H 11.56305 -2.12469 -6.22481 0.05 0.18 0.27 0.101
H 10.21587 -3.50031 -7.76127 -0.09 -0.05 -0.07 0.104
H 7.75284 -3.71908 -7.39652 -0.22 0.00 0.12 0.098
H 6.67694 -2.60021 -5.50397 -0.09 0.22 0.67 0.091
C -5.79633 4.62682 2.45501 -0.62 -1.60 2.52 -0.071
C -4.80784 5.74046 2.61485 -0.11 -2.06 -3.35 -0.532
C -4.33507 6.19360 1.22801 2.10 1.60 0.62 -0.349
F -3.51505 5.29857 0.66397 0.99 -0.90 0.22 0.099
F -5.21305 6.45127 0.27960 -1.99 0.24 -0.06 0.136
F -5.43026 6.71111 3.20856 -0.83 1.98 1.22 0.182
F -3.70877 5.40940 3.32436 0.10 -0.14 0.07 0.141
O -5.35262 3.50844 1.72856 0.85 -1.73 -1.67 0.015
C -6.20736 2.85056 0.83475 0.40 1.04 2.62 -0.507
C -5.47152 1.78089 -0.00371 -0.09 -0.86 0.70 -0.238
F -5.14506 0.76027 0.88793 0.18 1.10 -0.98 0.059
F -6.29910 1.24848 -0.91940 -0.37 0.14 0.16 0.104
F -7.21197 2.21948 1.54205 0.58 0.55 -0.82 0.130
F -6.72387 3.82729 0.12250 -1.23 0.02 -1.63 0.174
H -6.78325 5.03278 2.23299 0.17 -0.17 -0.43 0.163
H -5.79814 4.19199 3.45452 -0.79 0.39 0.52 0.154
H -3.79196 7.11284 1.44744 0.39 0.29 -0.31 0.168
H -4.61750 2.15123 -0.57079 0.32 0.09 0.59 0.172
```
Forces are in eV/Å.

E_HOMO = -10.868 eV
2S+1 = 1
net charge = +2
LUMO = -8.11 eV
calculated total energy = -2337.48912 hartree

[2]
ORCA calculation (the ωB97M-V functional and the def2-TZVPD basis) on CNa8O3 as an isolated structure at a distorted geometry.

The geometry in XYZ format:
```
12
Properties=species:S:1:pos:R:3:forces:R:3:lowdin_charge:R:1
Na -22.06011 -5.81035 3.82543 0.07 0.18 0.34 0.972
Na -20.52205 -8.80891 -0.03237 0.26 -0.54 0.04 0.986
Na -16.30730 -2.69892 -2.74877 0.75 -0.22 0.21 0.966
Na -20.86364 1.16396 0.42929 0.45 -0.24 0.68 0.910
Na -22.73941 -5.45310 -3.24079 -0.04 -0.06 0.19 0.930
Na -19.92016 -0.89688 -4.53247 0.17 -0.03 -0.36 0.863
Na -25.62308 -1.03955 1.97151 -0.39 -0.04 0.46 0.977
Na -23.53563 0.62929 -3.01055 -0.62 0.31 -0.33 0.897
C -21.12841 -3.24290 0.07113 -2.39 2.35 -0.85 -1.083
O -20.73274 -2.47706 -0.87845 1.85 1.33 -2.71 -0.198
O -21.31649 -4.44930 -0.07299 0.25 -3.35 -0.04 -0.109
O -21.61455 -2.54635 1.01209 -0.35 0.33 2.36 -0.110
```
Forces are in eV/Å.

energy relative to the best compared isomer or geometry (same formula, charge and spin) = 149.1 kJ/mol
E_HOMO = -20.375 eV
2S+1 = 1
net charge = +6
LUMO = -17.01 eV
calculated total energy = -1559.79377 hartree

[3]
ORCA calculation (the ωB97M-V functional and the def2-TZVPD basis) on an isolated molecule of C3H3N5 at a distorted geometry.

The geometry in XYZ format:
```
11
Properties=species:S:1:pos:R:3:forces:R:3:lowdin_charge:R:1
C -2.31053 0.18353 0.10719 -6.35 0.28 -0.67 -0.130
C -0.89902 0.22983 0.07829 -0.02 -2.20 -0.90 -0.338
C 1.65699 0.38764 -0.14138 -4.12 1.57 0.97 -0.092
H 2.68485 0.30720 -0.11439 2.14 0.80 -0.45 0.087
H 1.24046 -0.97098 1.20123 -0.29 -0.76 -0.04 0.142
H -0.30645 -1.38564 -1.11500 0.10 0.04 0.12 0.140
N -3.49653 0.23301 -0.05320 5.23 -0.41 0.86 0.162
N -0.35370 1.36874 0.15082 -1.42 0.62 0.78 0.047
N 0.91671 1.51341 -0.14895 4.47 -2.23 -1.22 0.033
N 1.06574 -0.84375 0.20572 3.55 0.48 0.94 -0.067
N -0.19853 -1.02299 -0.17032 -3.30 1.81 -0.40 0.015
```
Forces are in eV/Å.

energy relative to the best compared isomer or geometry (same formula, charge and spin) = 267.4 kJ/mol
E_HOMO = -9.822 eV
2S+1 = 1
structure (SMILES) = N#CC1=NN=CNN1
LUMO = -0.82 eV
calculated total energy = -389.76682 hartree

[4]
ORCA calculation (the ωB97M-V functional and the def2-TZVPD basis) on a 2-piece molecular cluster, C4H12O overall at a distorted geometry.

The geometry in XYZ format:
```
17
Properties=species:S:1:pos:R:3:forces:R:3:lowdin_charge:R:1
C -2.54444 -0.08731 0.65211 0.54 -0.29 -0.10 -0.305
C -1.40031 0.46041 1.48825 1.64 -0.75 0.62 -0.087
O -2.37892 0.19493 -0.73530 0.14 -0.36 -0.14 -0.084
H -2.73840 -1.15507 0.78174 0.21 -0.01 0.17 0.112
H -3.42638 0.41688 0.96172 -0.94 0.43 0.07 0.093
H -0.74228 -0.24372 2.03226 -0.98 -0.52 0.10 0.076
H -1.83422 -0.51360 -1.10487 -0.14 0.31 0.01 0.081
H -1.69478 1.18665 2.24124 -0.05 0.28 -0.28 0.069
H -0.59073 0.81754 0.85676 -0.58 0.94 -0.37 0.038
C 2.09800 0.28098 -0.24389 0.52 -0.11 -0.85 -0.143
C 2.19972 -0.57502 -1.52662 0.16 0.58 0.39 -0.152
H 2.75917 -0.16133 0.48993 -0.03 0.16 0.44 0.061
H 2.45688 1.28393 -0.47350 -0.02 0.06 0.23 0.065
H 1.10141 0.38367 0.14254 -0.29 -0.20 0.21 0.014
H 2.63702 -1.54214 -1.30298 0.01 -0.15 -0.17 0.058
H 2.83391 -0.03200 -2.21807 0.29 -0.26 -0.26 0.056
H 1.26436 -0.71481 -2.04131 -0.48 -0.11 -0.05 0.047
```
Forces are in eV/Å.

energy relative to the best compared isomer or geometry (same formula, charge and spin) = 89.8 kJ/mol
E_HOMO = -10.467 eV
2S+1 = 1
structure (SMILES) = CCO.CC
LUMO = 0.89 eV
calculated total energy = -234.79843 hartree

[5]
ORCA calculation (the ωB97M-V functional and the def2-TZVPD basis) on C17H13BCl48O as an isolated structure at a distorted geometry.

The geometry in XYZ format:
```
80
Properties=species:S:1:pos:R:3:forces:R:3:lowdin_charge:R:1
C -0.67865 -1.04549 -1.57316 1.38 -0.17 0.17 -0.082
C 0.38106 -2.10817 -1.06398 -0.96 0.96 0.42 -0.380
C -0.23590 -2.88253 0.14567 -0.29 -0.56 -0.76 -0.120
C 1.68012 -1.29252 -0.73923 0.33 -0.92 -0.13 -0.184
C 2.71051 -2.01030 0.20577 1.25 1.22 0.29 -0.140
B 3.77578 -0.86655 0.64986 -1.98 0.12 0.89 -0.298
O 3.34212 0.15609 1.55497 1.35 -1.59 -0.94 -0.039
H -0.15841 -0.46525 -2.37124 -0.70 -0.29 0.28 0.059
H -1.60575 -1.51179 -1.95172 0.39 0.35 0.24 0.053
H -0.85703 -0.33058 -0.73295 -0.24 -0.57 -0.63 0.082
H 0.55811 -2.81524 -1.90374 0.16 0.31 0.62 0.133
H -0.91695 -2.26172 0.76987 0.76 -0.18 -0.28 0.037
H -0.89851 -3.67756 -0.28759 0.43 0.53 0.39 0.058
H 0.50936 -3.42584 0.76540 -0.62 0.79 -0.46 -0.014
H 2.20867 -1.12534 -1.71292 -0.44 0.13 0.71 0.121
H 1.43110 -0.29460 -0.31639 -0.06 -0.59 -0.22 0.110
H 3.32009 -2.76582 -0.33106 -0.78 -0.01 0.33 0.094
H 2.27918 -2.40688 1.15274 -0.03 -0.02 -0.76 0.093
H 4.87035 -0.83504 0.21783 0.16 0.18 -0.13 0.033
H 2.74382 -0.22237 2.20618 -0.48 0.21 -0.16 0.080
C 6.49429 2.63621 -0.54046 0.02 0.08 0.29 -1.983
Cl 5.58371 3.40905 -1.85304 -0.03 -0.10 0.13 0.510
Cl 5.40003 1.66732 0.46965 0.90 0.27 -0.62 0.575
Cl 7.80464 1.66652 -1.26005 -0.34 0.11 0.28 0.501
Cl 7.21969 3.88578 0.48762 0.00 0.02 -0.11 0.523
C 2.26469 3.99709 2.34117 0.24 0.15 -0.06 -1.988
Cl 3.25978 3.92532 0.87620 -0.52 0.20 0.24 0.517
Cl 0.98086 2.77324 2.27607 0.45 0.64 -0.42 0.470
Cl 3.28456 3.69279 3.75657 -0.07 -0.01 -0.13 0.515
Cl 1.53035 5.60382 2.48104 0.02 -0.17 0.01 0.511
C -4.86892 -3.38517 -1.40228 0.05 -0.07 -0.03 -2.015
Cl -4.61139 -2.97452 -3.10610 0.04 0.00 0.24 0.509
Cl -6.59809 -3.66025 -1.09961 0.29 0.04 0.08 0.507
Cl -3.95642 -4.85223 -1.00655 -0.11 0.16 -0.02 0.503
Cl -4.30048 -2.05134 -0.38519 -0.05 -0.06 -0.06 0.518
C 1.18660 2.15327 -4.83818 0.01 0.02 0.00 -2.048
Cl -0.06060 2.79948 -3.75749 0.13 -0.09 -0.10 0.516
Cl 2.67293 1.86113 -3.91734 -0.14 0.01 -0.06 0.501
Cl 0.62296 0.63216 -5.55327 0.05 0.13 0.10 0.514
Cl 1.51426 3.32242 -6.12956 -0.03 -0.11 0.13 0.519
C -2.60176 7.03331 3.03731 -0.01 -0.04 0.02 -2.040
Cl -1.16749 7.97345 2.58806 -0.14 -0.06 0.05 0.504
Cl -2.09860 5.45865 3.67820 -0.04 0.15 -0.07 0.502
Cl -3.51805 7.91033 4.27525 0.11 -0.09 -0.12 0.518
Cl -3.62059 6.79102 1.60762 0.11 0.02 0.15 0.521
C -1.71783 -0.34835 4.05205 -0.03 -0.07 0.04 -2.015
Cl -2.83727 0.52034 5.11625 0.15 -0.07 -0.12 0.531
Cl -0.95656 -1.67426 4.94901 -0.07 0.12 -0.10 0.525
Cl -2.60900 -1.00734 2.67103 0.03 0.05 0.11 0.517
Cl -0.46194 0.76607 3.47464 -0.49 -0.61 0.42 0.461
C -0.84189 -6.54544 1.59942 0.03 0.03 0.09 -2.015
Cl -1.98379 -5.37374 2.28175 0.15 -0.09 -0.09 0.522
Cl -0.67773 -7.92189 2.70380 -0.04 0.12 -0.11 0.527
Cl -1.44937 -7.11669 0.03397 0.11 0.07 0.13 0.511
Cl 0.74477 -5.77935 1.38666 -0.14 -0.51 0.11 0.561
C 2.72555 4.33585 7.92147 -0.03 0.05 0.00 -2.034
Cl 2.30683 3.68002 9.51394 0.05 0.06 -0.17 0.524
Cl 4.10445 3.43781 7.25731 -0.14 0.08 0.07 0.508
Cl 1.33432 4.17933 6.83430 0.11 0.01 0.11 0.501
Cl 3.15382 6.04714 8.07911 -0.03 -0.18 -0.01 0.503
C -8.17025 -3.35105 -5.71716 -0.07 -0.09 0.06 -2.019
Cl -8.26841 -4.69928 -6.86517 0.10 0.42 0.26 0.477
Cl -6.93464 -2.20182 -6.26198 -0.11 -0.11 0.05 0.518
Cl -9.74047 -2.53257 -5.62990 0.16 -0.07 -0.01 0.524
Cl -7.73463 -3.96699 -4.11370 -0.19 0.07 -0.34 0.482
C -7.45117 -7.15279 -10.35615 0.05 0.01 -0.06 -2.032
Cl -8.51050 -7.77606 -11.63267 0.11 0.07 0.15 0.522
Cl -6.76467 -5.59939 -10.86224 -0.08 -0.16 0.07 0.522
Cl -8.38950 -6.92503 -8.86907 0.02 -0.31 -0.33 0.480
Cl -6.14200 -8.30888 -10.05653 -0.15 0.12 -0.02 0.521
C 7.32018 -2.77120 -3.22741 0.04 0.07 -0.02 -2.039
Cl 8.66143 -3.63289 -2.45270 -0.13 0.09 -0.06 0.519
Cl 5.84738 -3.74572 -3.10559 0.07 0.12 0.05 0.514
Cl 7.08770 -1.20247 -2.42856 -0.02 -0.38 -0.15 0.484
Cl 7.70104 -2.50600 -4.93816 -0.02 -0.01 0.15 0.517
C 0.75541 9.81765 8.18636 -0.05 -0.04 -0.01 -2.041
Cl 0.11340 8.24942 7.66696 0.08 0.17 0.04 0.502
Cl 0.16790 10.18550 9.81760 0.07 -0.04 -0.17 0.519
Cl 2.52842 9.76051 8.19672 -0.17 0.00 -0.01 0.506
Cl 0.21303 11.07820 7.06469 0.06 -0.13 0.11 0.517
```
Forces are in eV/Å.

E_HOMO = -10.097 eV
2S+1 = 1
LUMO = -0.04 eV
calculated total energy = -22844.72155 hartree